{
  "formula": "C2H3N3O",
  "method": "the ωB97M-V functional and the def2-TZVPD basis",
  "charge": 0,
  "e_homo_ev": [-8.43, -9.28],
  "spin_multiplicity": 1,
  "orbital_gap_ev": [7.75, 7.94],
  "lumo_energy_ev": [-0.7, -1.3],
  "species": ["O", "N", "N", "N", "C", "C", "H", "H", "H"],
  "positions_angstrom": [[0.768, 1.523, 0.071], [-0.520, -1.017, -0.104], [-2.399, 0.271, -0.338], [-1.369, -0.232, -0.350], [1.377, 0.479, -0.146], [0.753, -0.884, -0.164], [1.523, -1.552, 0.051], [2.548, 0.408, -0.281], [-2.681, 1.005, 1.261]]
}

{
  "formula": "C2H3N3O",
  "method": "the ωB97M-V functional and the def2-TZVPD basis",
  "charge": 0,
  "e_homo_ev": -9.13,
  "spin_multiplicity": 1,
  "orbital_gap_ev": 9.64,
  "lumo_energy_ev": 0.5,
  "species": ["O", "N", "N", "N", "C", "C", "H", "H", "H"],
  "positions_angstrom": [[-0.028, -0.164, 1.716], [-1.645, -0.928, -0.377], [1.395, 0.801, 0.211], [-2.451, -1.701, -0.210], [-0.684, -0.065, -0.560], [0.229, 0.162, 0.570], [2.095, 0.819, 0.938], [-0.663, 0.443, -1.514], [1.746, 0.656, -0.725]]
}

ΔE to the lowest compared entry with this formula, charge and spin values (in kJ/mol) by entry order: 676.5; 117.4.
Strongest force on any atom values (in eV/Å) by entry order: 4.9; 1.5.